Entry 1:
DFT (ωB97M-V with the def2-TZVPD basis set) results for a cluster of 10 separate species, C26H49Cl14N3 in total.

```
92
Properties=species:S:1:pos:R:3:forces:R:3
C 0.320 -4.256 1.878 0.46 0.58 -0.04
C 1.528 -4.951 2.583 -1.17 1.84 -0.41
C 1.020 -6.261 3.112 0.36 -0.70 0.25
C 2.072 -7.130 3.662 2.50 -2.15 1.14
N 2.930 -7.828 4.073 -2.66 2.19 -1.25
H 0.463 -3.184 1.741 0.63 0.00 -0.35
H -0.623 -4.206 2.423 0.01 -0.82 0.33
H 0.160 -4.706 0.898 -0.20 0.04 0.01
H 1.873 -4.287 3.375 0.04 -0.22 0.26
H 2.355 -4.993 1.874 -0.06 -0.49 0.00
H 0.503 -6.795 2.315 0.05 -0.19 -0.02
H 0.277 -6.081 3.889 0.02 0.01 0.06
C -5.419 -0.264 3.362 0.72 -0.50 1.45
C -5.149 1.241 3.300 -2.02 -1.45 -0.20
C -3.811 1.523 2.763 2.05 0.87 -0.37
C -2.702 0.838 3.454 1.97 -0.97 0.82
N -1.759 0.354 3.950 -2.03 0.97 -1.00
H -5.083 -0.805 2.477 -0.32 0.09 -0.07
H -6.408 -0.569 3.706 -0.40 0.40 -0.74
H -4.845 -0.661 4.199 0.60 -0.23 -0.07
H -5.293 1.668 4.292 -0.10 0.21 -0.15
H -5.916 1.567 2.596 0.12 0.90 0.15
H -3.538 2.577 2.809 -0.15 0.28 0.29
H -3.680 1.354 1.694 -0.27 -0.57 -0.12
C 5.577 1.160 -0.915 0.79 -0.57 -0.60
C 4.322 1.597 -1.641 -0.18 1.20 -0.10
C 4.403 3.058 -2.248 -0.58 -0.66 1.26
C 5.513 3.306 -3.147 2.76 0.12 -2.97
N 6.365 3.465 -3.951 -2.62 -0.45 2.71
H 5.535 0.084 -0.744 0.01 -0.05 0.20
H 5.789 1.629 0.045 -0.54 0.23 0.02
H 6.474 1.329 -1.510 0.07 -0.01 -0.23
H 3.530 1.528 -0.896 -0.33 0.51 -0.18
H 3.975 0.967 -2.460 0.51 -0.39 -0.02
H 4.460 3.770 -1.425 0.05 0.10 0.06
H 3.477 3.277 -2.781 0.00 -0.01 -0.09
Cl 0.128 4.955 -6.562 -0.05 0.39 0.20
C 0.360 4.621 -4.813 0.30 -1.31 0.01
C 0.618 3.100 -4.679 -1.65 0.63 0.75
Cl 2.153 2.652 -5.314 1.46 -0.39 -0.47
H -0.515 4.936 -4.246 -0.08 -0.12 -0.22
H 1.234 5.157 -4.443 -0.08 0.12 -0.24
H -0.132 2.493 -5.185 -0.05 0.40 -0.17
H 0.549 2.776 -3.641 0.21 0.29 0.15
Cl -7.349 -2.242 0.545 -1.76 0.07 0.48
C -5.856 -2.146 -0.351 0.65 -0.79 0.74
C -5.137 -3.526 -0.085 -0.76 1.79 -0.55
Cl -4.753 -3.621 1.663 0.23 -0.29 -0.46
H -5.390 -1.292 0.142 0.68 -0.18 -0.60
H -6.128 -1.932 -1.385 0.46 -0.25 0.07
H -4.238 -3.609 -0.696 0.03 -0.14 0.28
H -5.890 -4.274 -0.329 0.41 -0.24 0.09
Cl 3.682 -0.241 2.539 -0.55 -0.14 -0.09
C 2.037 0.130 3.190 0.05 0.47 0.75
C 2.211 0.910 4.515 -0.24 0.10 -1.23
Cl 3.064 -0.007 5.747 0.17 -0.51 0.49
H 1.428 -0.762 3.331 0.48 -0.26 0.06
H 1.505 0.732 2.454 0.29 0.27 0.06
H 1.238 1.190 4.921 0.05 0.03 -0.15
H 2.837 1.782 4.326 -0.31 0.08 -0.03
Cl -0.329 3.046 2.365 -0.14 -0.87 0.77
C 0.154 4.167 1.138 1.89 1.98 -0.69
C 1.658 4.699 1.351 -1.99 -0.51 0.72
Cl 2.818 3.387 1.253 0.57 -0.51 -0.21
H -0.478 5.047 1.260 -0.09 -0.05 -0.23
H -0.018 3.719 0.159 0.16 0.09 0.01
H 1.697 5.048 2.383 0.01 0.06 -0.03
H 1.984 5.527 0.721 -0.42 -0.29 -0.35
Cl 0.669 1.191 -1.235 -0.18 0.19 -0.11
C -1.021 0.784 -0.780 -0.04 0.03 0.72
C -0.889 -0.318 0.255 0.18 -0.88 -0.92
Cl -2.437 -1.196 0.518 -0.08 0.39 0.31
H -1.599 0.568 -1.679 0.22 -0.26 0.22
H -1.462 1.636 -0.262 0.01 0.37 -0.36
H -0.466 0.081 1.177 -0.38 -0.17 0.11
H -0.265 -1.123 -0.132 0.23 0.26 0.13
Cl -4.039 -1.085 -3.060 0.21 0.92 -0.64
C -4.317 -0.005 -4.497 -0.64 -0.38 -1.23
C -3.126 0.777 -5.048 0.32 -0.94 0.53
Cl -2.540 1.879 -3.812 0.22 0.77 0.49
H -5.190 0.632 -4.354 0.33 0.15 0.72
H -4.674 -0.693 -5.263 0.28 -0.18 -0.14
H -3.311 1.359 -5.950 -0.61 -0.13 0.15
H -2.296 0.113 -5.287 -0.11 -0.14 0.07
Cl 3.949 -3.112 -3.488 -0.08 0.15 0.26
C 4.593 -2.290 -2.011 0.25 -0.77 -0.02
C 3.882 -2.767 -0.759 0.94 -0.02 -0.03
Cl 2.380 -1.928 -0.604 -1.52 0.17 0.04
H 4.484 -1.221 -2.193 0.26 -0.23 0.18
H 5.620 -2.649 -1.944 0.12 0.50 -0.14
H 4.398 -2.512 0.167 0.53 0.09 -0.27
H 3.818 -3.855 -0.782 -0.52 0.06 -0.05
```
Positions in Å, forces in eV/Å.

Calculated values
HOMO-LUMO gap (spin up / spin down): 1.95 / 10.45 eV
Net charge: -1
2S+1: 2

Atom charges from the Mulliken analysis, given in e for atoms 1 to 2:
1. C -0.952
2. C -0.332

---

Entry 2:
DFT (ωB97M-V with the def2-TZVPD basis set) results for a cluster of 7 separate species, C26H49F6NO8 in total.

```
90
Properties=species:S:1:pos:R:3:forces:R:3
C -1.785 -8.496 3.443 -0.18 0.40 1.89
C -1.086 -7.125 3.486 -0.47 0.14 -1.02
O -1.138 -6.853 2.085 0.46 2.76 -3.37
C -0.922 -5.595 1.557 1.35 1.92 5.16
O -0.559 -4.612 2.300 -1.75 -4.17 -4.02
C -1.213 -5.598 0.011 1.33 -0.66 0.64
F -0.029 -5.904 -0.664 -1.86 0.97 0.81
F -2.052 -6.609 -0.204 -0.11 0.74 -0.71
F -1.727 -4.422 -0.402 0.65 -1.30 0.13
H -1.173 -9.203 2.883 -0.27 0.00 0.14
H -2.818 -8.454 3.098 0.30 0.47 -0.90
H -2.027 -8.842 4.448 0.85 -0.36 0.32
H -0.030 -7.074 3.753 -0.08 -0.54 0.41
H -1.580 -6.273 3.952 -0.28 -0.42 0.52
C 4.750 0.475 -0.910 -0.13 0.43 -0.91
C 6.162 0.523 -0.315 -2.42 1.48 1.77
O 6.933 -0.086 -1.261 3.50 -2.51 -2.81
C 8.071 -0.833 -0.992 -1.01 2.17 2.63
O 8.417 -1.021 0.138 0.28 -0.58 -0.31
C 8.964 -1.243 -2.184 -0.76 -0.62 0.81
F 8.727 -2.532 -2.440 -0.01 -0.41 -0.18
F 8.602 -0.523 -3.194 -0.05 0.90 -1.95
F 10.281 -1.120 -1.993 -0.55 0.27 0.42
H 4.594 -0.523 -1.320 -0.33 -0.11 0.41
H 4.703 1.122 -1.786 0.42 0.07 -0.30
H 3.885 0.841 -0.357 0.39 -0.50 0.79
H 6.172 0.137 0.704 0.37 -0.71 -0.24
H 6.461 1.566 -0.203 0.28 0.13 -0.13
C -1.658 5.097 -0.042 -1.16 0.31 -1.72
C -0.368 5.777 0.186 0.74 0.54 0.77
N 0.794 4.896 0.001 0.84 1.46 -0.56
C 1.159 4.869 -1.458 -1.08 -1.59 0.19
C 2.285 3.903 -1.945 -0.71 0.06 0.09
C 1.867 5.458 0.808 0.92 -2.14 1.06
C 1.812 4.856 2.232 0.41 -0.72 -0.19
H -2.047 4.559 0.823 0.16 0.05 -0.47
H -1.565 4.520 -0.962 -0.04 -0.93 0.37
H -2.411 5.793 -0.413 -0.26 0.40 0.60
H -0.184 6.693 -0.376 -0.43 0.13 -0.72
H -0.394 6.194 1.192 0.39 -0.39 0.40
H 0.239 4.437 -1.851 0.04 -0.24 -0.50
H 1.162 5.814 -2.000 0.64 0.72 0.59
H 1.934 2.872 -1.907 -0.06 -0.04 0.30
H 2.436 4.081 -3.010 0.06 0.23 -0.02
H 3.268 3.915 -1.474 -0.15 0.42 0.24
H 2.009 6.539 0.831 -0.39 0.28 -0.29
H 2.771 4.997 0.410 0.31 0.45 -0.11
H 2.727 5.057 2.791 -0.23 0.78 0.30
H 1.905 3.771 2.168 -0.24 -0.23 -0.51
H 0.900 4.982 2.815 0.09 0.66 0.01
C 0.216 -1.836 1.107 1.16 -0.50 -0.16
C 0.947 -0.569 0.785 3.33 1.25 0.17
C 0.096 0.556 0.095 1.00 -0.67 1.13
O 2.183 -0.444 1.066 -4.25 -0.09 -1.06
H -0.379 -2.182 0.262 -0.64 0.36 0.30
H -0.291 -1.715 2.064 -0.56 -0.02 -0.30
H 0.948 -2.631 1.247 0.14 0.13 0.22
H 0.422 0.763 -0.924 -0.21 -0.47 -0.15
H 0.259 1.512 0.593 0.03 -0.04 0.30
H -0.947 0.258 0.204 0.02 0.23 -0.48
C -1.646 -1.133 -2.826 0.02 1.08 0.63
C -2.177 0.155 -3.447 0.70 0.12 -1.51
C -3.080 0.050 -4.646 -0.91 -0.85 0.01
O -1.974 1.236 -2.961 0.31 0.38 0.75
H -0.909 -0.833 -2.081 -0.13 0.00 0.11
H -1.172 -1.912 -3.424 -0.64 0.16 -0.42
H -2.553 -1.442 -2.308 0.13 -0.89 0.03
H -3.226 0.870 -5.349 0.90 0.28 0.31
H -4.061 0.011 -4.172 -0.37 -0.43 0.04
H -2.947 -0.888 -5.185 -0.03 0.03 0.00
C -4.206 -1.658 0.098 0.62 0.49 0.14
C -5.208 -2.203 -0.809 -1.53 -0.89 -1.06
C -6.402 -2.929 -0.141 0.26 1.59 -1.16
O -5.078 -2.158 -2.020 -0.17 0.05 0.56
H -4.666 -1.063 0.888 0.20 -0.11 0.11
H -3.521 -1.065 -0.507 0.19 0.00 0.41
H -3.707 -2.532 0.515 0.30 0.18 0.36
H -6.905 -2.216 0.512 0.48 -0.23 0.83
H -5.987 -3.816 0.339 -0.65 -0.05 0.11
H -7.187 -3.035 -0.890 0.36 -1.01 -0.21
C -1.532 2.775 2.621 0.48 -1.43 1.84
C -2.433 1.574 2.236 2.22 1.79 -1.64
C -3.399 1.954 1.140 -0.24 -0.21 -0.41
O -2.120 0.458 2.552 -0.83 -0.55 0.36
H -2.026 3.279 3.451 -0.33 1.06 -0.59
H -1.052 3.331 1.816 -0.87 0.23 0.03
H -0.673 2.408 3.183 0.14 -0.63 -0.09
H -4.319 2.409 1.508 -0.23 -0.42 0.10
H -3.536 1.119 0.453 -0.56 -0.13 0.35
H -2.978 2.736 0.508 0.35 0.03 0.24
```
Positions in Å, forces in eV/Å.

Calculated values
SMILES string: CCOC(=O)C(F)(F)F.CCOC(=O)C(F)(F)F.CCN(CC)CC.CC(C)=O.CC(C)=O.CC(C)=O.CC(C)=O
HOMO-LUMO gap: 9.25 eV
2S+1: 1
Relative energy (zero: lowest compared OMol25 entry of this formula, charge and spin): 62.5 kcal/mol

Atom charges from the Mulliken analysis, given in e for atoms 1 to 2:
1. C -1.086
2. C -0.289

---

For reference, max |F| by record: 4.05 6.05 eV/A.